No. 1
{"formula": "C26H46Br4GeN5O4PSi3Y", "method": "ωB97M-V/def2-TZVPD", "max_force_ha_per_bohr": 0.0311, "spin_multiplicity": 2, "relative_energy_kcal_mol": 41.2, "homo_lumo_gap_ev": [4.21, 4.21], "total_charge": -2, "homo_energy_ev": [-0.4, -0.4], "species": ["Y", "Br", "C", "C", "Br", "C", "Br", "C", "O", "C", "O", "C", "Br", "N", "N", "C", "N", "N", "N", "O", "O", "H", "H", "H", "H", "H", "C", "P", "C", "C", "H", "H", "H", "H", "H", "H", "H", "H", "H", "C", "C", "C", "C", "C", "C", "C", "H", "H", "H", "H", "H", "C", "Si", "C", "C", "Ge", "Si", "C", "C", "C", "Si", "C", "C", "C", "H", "H", "H", "H", "H", "H", "H", "H", "H", "H", "H", "H", "H", "H", "H", "H", "H", "H", "H", "H", "H", "H", "H", "H", "H", "H", "H"], "coordinates": [[-0.518, -0.134, -0.129], [-0.713, -7.442, 0.695], [-0.498, -5.587, 1.039], [-0.187, -5.144, 2.312], [0.036, -6.372, 3.742], [-0.049, -3.763, 2.545], [0.406, -3.071, 4.255], [-0.221, -2.822, 1.534], [-0.110, -1.540, 1.698], [-0.538, -3.284, 0.198], [-0.682, -2.379, -0.717], [-0.666, -4.657, -0.006], [-1.074, -5.203, -1.775], [1.830, 0.209, 2.110], [1.284, 0.874, 3.212], [-0.018, 1.291, 3.025], [-0.645, 1.684, 4.171], [-0.539, 1.211, 1.846], [-1.865, 1.424, 1.669], [-2.193, 1.254, 0.396], [-2.632, 2.036, 2.485], [1.564, -0.770, 2.077], [2.822, 0.369, 2.063], [1.351, 0.365, 4.085], [-0.066, 2.228, 4.790], [-1.569, 2.057, 3.959], [-4.594, 0.220, -1.585], [-3.154, -0.907, -1.402], [-3.401, -2.072, -2.793], [-3.746, -1.913, 0.017], [-5.535, -0.331, -1.657], [-4.477, 0.846, -2.471], [-4.614, 0.873, -0.709], [-4.372, -2.573, -2.750], [-2.599, -2.813, -2.753], [-3.316, -1.527, -3.736], [-4.791, -2.204, -0.107], [-3.647, -1.327, 0.934], [-3.132, -2.809, 0.107], [1.008, 0.791, -1.527], [1.096, -0.161, -2.604], [2.158, -1.114, -2.628], [2.243, -2.120, -3.571], [1.293, -2.248, -4.585], [0.248, -1.327, -4.612], [0.150, -0.325, -3.663], [2.913, -1.034, -1.852], [3.071, -2.823, -3.520], [1.361, -3.043, -5.319], [-0.520, -1.400, -5.380], [-0.690, 0.362, -3.706], [-3.086, 3.737, -1.856], [-1.703, 3.290, -3.079], [-2.466, 2.054, -4.309], [-1.450, 4.847, -4.153], [0.359, 2.568, -1.989], [0.628, 4.181, -0.231], [-0.822, 4.510, 0.951], [2.144, 3.740, 0.812], [0.957, 5.932, -0.907], [2.066, 3.203, -3.605], [1.734, 2.393, -5.291], [3.724, 2.521, -2.996], [2.435, 5.024, -4.065], [-4.061, 3.763, -2.357], [-2.907, 4.728, -1.422], [-3.134, 3.018, -1.032], [-3.371, 2.489, -4.750], [-2.743, 1.109, -3.829], [-1.768, 1.819, -5.121], [-2.383, 5.098, -4.672], [-0.674, 4.687, -4.914], [-1.157, 5.715, -3.554], [-1.375, 3.629, 1.296], [-1.541, 5.175, 0.458], [-0.442, 5.044, 1.831], [1.997, 2.773, 1.311], [2.344, 4.509, 1.567], [3.025, 3.649, 0.169], [0.171, 6.253, -1.597], [1.911, 6.011, -1.426], [0.967, 6.639, -0.067], [1.511, 1.326, -5.188], [2.613, 2.504, -5.940], [0.886, 2.872, -5.798], [3.584, 1.489, -2.658], [4.101, 3.106, -2.149], [4.479, 2.544, -3.791], [1.532, 5.630, -4.210], [3.004, 5.038, -5.004], [3.052, 5.511, -3.303]], "forces_ev_per_a": [[0.8, -1.3, -0.5], [0.0, 0.0, 0.0], [0.0, 0.0, 0.1], [0.0, 0.0, -0.1], [0.0, 0.0, 0.0], [0.0, 0.0, -0.1], [0.0, 0.0, 0.0], [-0.1, -0.2, -0.1], [-0.1, -0.2, 0.0], [0.1, 0.1, 0.0], [0.0, 0.0, 0.2], [0.0, 0.0, 0.0], [0.0, 0.0, 0.0], [0.6, 0.2, -0.2], [0.1, -0.1, -0.1], [0.1, -0.2, 0.1], [-0.2, 0.1, 0.1], [0.1, 0.1, 0.5], [-0.8, 0.3, 0.1], [-0.6, 0.4, 0.3], [0.0, 0.1, -0.1], [-0.1, 0.0, 0.1], [0.1, 0.1, 0.0], [0.0, -0.1, 0.1], [0.0, 0.0, 0.0], [0.0, 0.0, 0.0], [0.1, 0.0, 0.0], [-0.1, 0.0, -0.1], [0.1, 0.1, 0.0], [0.0, 0.0, 0.0], [0.0, 0.0, 0.0], [0.0, 0.0, 0.0], [0.0, 0.0, 0.0], [0.0, 0.0, 0.0], [0.0, 0.0, 0.0], [0.0, 0.0, 0.0], [0.0, 0.0, 0.0], [0.0, 0.0, 0.0], [0.0, 0.0, 0.0], [-0.3, 0.4, -0.1], [-0.1, 0.0, -0.1], [0.0, -0.1, 0.1], [0.0, 0.0, 0.0], [0.0, 0.0, 0.0], [0.0, 0.0, 0.0], [0.1, 0.1, 0.0], [0.0, 0.0, 0.0], [0.0, 0.0, 0.0], [0.0, 0.0, 0.0], [0.0, 0.0, 0.0], [0.1, -0.1, 0.0], [0.0, 0.0, 0.0], [-0.2, 0.0, -0.1], [0.1, -0.1, 0.0], [0.1, -0.1, -0.1], [0.3, 0.1, -0.3], [0.0, 0.1, 0.2], [-0.1, -0.2, -0.1], [-0.1, -0.2, 0.0], [-0.1, -0.1, 0.0], [0.1, 0.0, -0.1], [-0.1, -0.1, 0.0], [-0.1, 0.0, 0.0], [-0.1, 0.1, 0.0], [0.1, 0.0, 0.0], [0.0, -0.1, 0.0], [0.0, 0.1, 0.0], [0.0, 0.0, 0.0], [0.0, 0.1, -0.1], [-0.1, 0.0, 0.1], [0.0, 0.0, 0.0], [-0.1, 0.0, 0.1], [0.0, 0.0, 0.0], [0.2, 0.3, -0.1], [0.0, -0.1, 0.0], [0.0, 0.0, 0.0], [0.0, 0.2, -0.1], [0.0, 0.0, 0.0], [0.0, 0.0, 0.0], [0.0, 0.0, 0.0], [0.0, 0.0, 0.0], [0.0, -0.1, 0.0], [0.0, 0.1, 0.0], [0.0, 0.0, 0.0], [0.0, -0.1, 0.1], [0.0, 0.1, 0.0], [0.0, 0.0, 0.0], [-0.1, 0.0, 0.0], [0.1, -0.1, 0.0], [0.0, 0.0, 0.0], [-0.1, 0.0, 0.0]]}


No. 2
{"formula": "C5H9N2O", "method": "ωB97M-V/def2-TZVPD", "max_force_ha_per_bohr": 0.0638, "smiles": "C=[N+](C)CCN=C=O", "relative_energy_kcal_mol": 75.0, "homo_lumo_gap_ev": 10.50, "total_charge": 1, "homo_energy_ev": -15.1, "species": ["C", "C", "C", "C", "C", "N", "N", "O", "H", "H", "H", "H", "H", "H", "H", "H", "H"], "coordinates": [[-1.097, -2.061, 0.552], [1.208, -1.641, -0.064], [0.718, -0.307, -0.721], [-1.855, 0.037, -0.382], [-0.262, 1.268, 0.903], [-0.018, -2.453, 0.232], [-0.585, 0.312, -0.123], [-2.204, -1.642, 0.619], [1.799, -2.157, -0.904], [1.690, -1.687, 0.917], [1.549, 0.366, -0.713], [0.369, -0.625, -1.687], [-2.575, 0.684, 0.062], [-2.292, -0.451, -1.260], [-0.020, 0.829, 1.827], [0.594, 1.932, 0.569], [-1.146, 1.947, 1.128]], "forces_ev_per_a": [[0.3, -0.8, -1.1], [-1.1, -0.9, -0.7], [-1.8, -1.8, 0.7], [1.9, 1.1, -1.5], [-0.7, 3.2, -0.2], [-0.1, 0.4, 0.0], [0.5, -0.3, -0.8], [-0.6, -0.8, 1.4], [-0.7, 0.6, 1.7], [0.6, 0.8, -0.6], [-0.1, 0.9, -0.3], [0.4, 0.2, -0.8], [-0.3, 0.2, 0.9], [1.1, -0.2, 0.1], [0.6, -0.9, 1.1], [-1.1, -0.9, 0.3], [1.1, -0.8, -0.5]]}